Record 1
Computed, not measured: a 2-piece molecular cluster, C16H17NO overall in a non-equilibrium geometry, with ωB97M-V with the def2-TZVPD basis set.

Each line ends with the Mulliken charge.
Geometry (Å):
C -2.15 0.45 -1.55  -1.75
C -1.96 -0.57 -0.47  1.22
C -1.11 -0.36 0.59  -0.50
N -0.97 -1.61 1.36  -0.14
C -1.91 -2.46 0.93  -0.12
C -2.18 -3.84 1.23  -0.82
C -3.10 -4.57 0.50  -0.37
C -3.88 -3.95 -0.46  -0.77
C -3.53 -2.69 -0.91  -0.36
C -2.53 -1.91 -0.33  0.48
H -3.06 0.24 -2.04  0.43
H -1.33 0.33 -2.29  0.28
H -1.99 1.39 -1.18  0.49
H -0.45 0.46 1.10  -0.13
H -0.66 -1.75 2.31  0.29
H -1.70 -4.40 1.98  0.35
H -3.19 -5.64 0.65  0.37
H -4.72 -4.42 -0.76  0.49
H -3.95 -2.43 -1.81  0.41
C 0.39 2.34 -0.10  -0.91
C 1.84 2.28 0.07  0.52
C 2.62 1.16 -0.22  -0.50
C 3.94 1.19 0.07  -0.46
C 4.52 2.53 0.20  0.83
O 5.89 2.67 -0.18  -0.52
C 3.80 3.67 0.51  -0.61
C 2.44 3.48 0.60  -0.63
H 0.15 1.84 -1.08  0.22
H -0.02 3.40 -0.23  0.35
H -0.03 1.88 0.82  0.43
H 1.93 0.24 -0.57  0.24
H 4.52 0.23 0.28  0.29
H 6.40 1.83 -0.17  0.30
H 4.20 4.67 0.37  0.36
H 1.76 4.31 0.80  0.30

**E_tot**: -749.76822 Ha
**Frontier orbital gap**: 8.69 eV
**Structure (SMILES)**: Cc1c[nH]c2ccccc12.Cc1ccc(O)cc1
**E_HOMO**: -7.95 eV
**E_LUMO**: 0.7 eV
**ΔE to the lowest compared entry with this formula, charge and spin**: 82.9 kcal/mol
**Total charge**: 0


Record 2
Computed, not measured: C14H24N4O12S as an isolated structure in a non-equilibrium geometry, with ωB97M-V with the def2-TZVPD basis set.

Each line ends with the Mulliken charge.
Geometry (Å):
C 2.94 0.42 -0.39  -1.60
C 1.50 0.09 -0.70  1.50
C 0.60 1.16 -0.80  -0.90
C -0.72 0.91 -1.12  -0.84
C -1.15 -0.39 -1.34  -0.45
C -0.28 -1.46 -1.24  -1.29
C 1.05 -1.22 -0.93  1.49
C 1.99 -2.41 -0.87  -1.58
C 2.97 -2.42 -2.04  0.45
C 3.56 -3.76 -2.43  -0.39
O 4.08 -3.50 -3.76  -0.34
S 3.25 -2.31 -4.45  1.09
O 4.03 -1.14 -4.58  -0.57
O 2.58 -2.85 -5.58  -0.57
O 2.22 -2.09 -3.24  -0.21
H 3.03 1.45 -0.10  0.41
H 3.55 0.30 -1.28  0.25
H 3.34 -0.24 0.37  0.35
H 0.98 2.15 -0.62  0.31
H -1.43 1.72 -1.19  0.32
H -2.18 -0.54 -1.62  0.45
H -0.62 -2.47 -1.44  0.43
H 1.40 -3.31 -0.85  0.53
H 2.57 -2.36 0.06  0.35
H 3.79 -1.74 -1.84  0.21
H 4.42 -3.94 -1.80  0.29
H 2.88 -4.60 -2.46  0.35
C 4.05 3.17 3.77  -0.74
N 3.64 2.46 2.53  0.84
O 4.45 1.72 2.01  -0.51
O 2.51 2.66 2.14  -0.45
H 5.07 2.89 4.01  0.31
H 3.96 4.23 3.58  0.28
H 3.36 2.87 4.56  0.29
C -5.83 -0.90 -0.05  -0.76
N -4.72 -0.61 -1.00  0.97
O -4.23 -1.54 -1.60  -0.56
O -4.38 0.55 -1.11  -0.53
H -6.02 -1.96 -0.05  0.30
H -5.51 -0.56 0.92  0.26
H -6.70 -0.34 -0.39  0.28
C -2.89 -1.89 4.03  -0.74
N -3.82 -1.55 2.92  0.84
O -5.01 -1.71 3.11  -0.54
O -3.31 -1.13 1.90  -0.44
H -3.47 -2.25 4.87  0.32
H -2.21 -2.66 3.67  0.28
H -2.34 -0.99 4.29  0.28
C -2.65 4.64 -0.31  -0.56
N -2.14 4.52 1.09  0.90
O -2.72 5.14 1.95  -0.55
O -1.18 3.81 1.25  -0.50
H -3.51 5.31 -0.30  0.31
H -1.85 5.03 -0.92  0.29
H -2.93 3.64 -0.63  0.13

**E_tot**: -2067.55364 Ha
**Frontier orbital gap**: 8.41 eV
**E_HOMO**: -8.50 eV
**E_LUMO**: -0.1 eV
**Total charge**: 0


Record 3
Computed, not measured: C31H39Cl4N4O4PbSSb as an isolated structure in a non-equilibrium geometry, with ωB97M-V with the def2-TZVPD basis set.

Each line ends with the Mulliken charge.
Geometry (Å):
Pb 0.91 -0.11 -1.24  1.00
C 1.38 -1.26 3.27  -1.31
C 1.11 -0.21 2.21  0.59
O 1.77 -0.18 1.17  -0.38
N 0.18 0.69 2.51  0.01
C -0.41 1.62 1.56  -0.01
C 0.54 2.56 0.87  0.39
C 0.84 3.81 1.41  -0.87
C 1.58 4.72 0.67  -0.39
C 2.02 4.34 -0.60  -0.93
C 1.72 3.07 -1.04  -0.25
N 1.00 2.20 -0.33  0.31
H 1.82 -2.13 2.79  0.13
H 0.46 -1.57 3.76  0.51
H 2.07 -0.88 4.02  0.35
H -0.33 0.58 3.38  0.35
H -1.15 2.21 2.11  0.80
H -0.92 1.04 0.79  -0.95
H 0.48 4.06 2.39  0.53
H 1.79 5.70 1.06  0.48
H 2.58 5.02 -1.22  0.46
H 2.04 2.73 -2.02  0.50
Cl 0.22 -7.25 0.31  -0.19
C 0.03 -5.55 0.29  0.06
C -1.20 -4.97 0.57  0.17
Cl -2.54 -5.94 1.00  -0.15
C -1.35 -3.59 0.46  0.55
Cl -2.89 -2.89 0.73  -0.20
C -0.28 -2.73 0.13  -0.86
O -0.51 -1.44 0.01  -0.36
C 0.99 -3.33 -0.08  -0.46
O 2.05 -2.57 -0.41  -0.65
C 1.09 -4.71 -0.03  1.02
Cl 2.63 -5.38 -0.40  -0.26
C 4.01 -2.77 -3.05  -1.21
C 4.57 -2.02 -1.86  -0.44
Sb 4.06 -2.91 0.05  1.10
C 5.43 -4.61 0.50  -0.63
C 6.82 -4.10 0.81  -1.25
C 4.57 -1.43 1.60  0.16
C 5.81 -0.64 1.22  -1.23
H 4.29 -2.24 -3.96  0.39
H 2.92 -2.83 -3.01  0.26
H 4.41 -3.78 -3.12  0.34
H 4.17 -1.01 -1.81  0.26
H 5.65 -1.97 -1.90  0.52
H 5.42 -5.23 -0.40  0.47
H 5.01 -5.17 1.33  0.50
H 7.23 -3.52 -0.01  0.33
H 7.47 -4.96 0.95  0.41
H 6.85 -3.51 1.72  0.32
H 4.72 -1.98 2.53  0.55
H 3.71 -0.76 1.69  -0.40
H 6.67 -1.27 1.03  0.29
H 6.07 0.03 2.05  0.44
H 5.62 -0.02 0.34  0.32
C -5.85 3.75 -2.73  -1.14
C -4.34 3.66 -2.92  -0.27
C -3.86 2.25 -3.28  -0.82
N -3.83 1.41 -2.10  -0.31
C -2.77 0.83 -1.57  1.09
S -1.30 0.84 -2.43  -0.61
N -2.86 0.22 -0.36  0.47
C -3.81 0.38 0.67  0.40
O -3.80 -0.39 1.60  -0.52
C -4.70 1.56 0.65  -0.85
C -4.15 2.85 0.55  0.48
C -4.96 3.95 0.74  -0.83
C -6.31 3.80 1.00  -0.49
C -6.86 2.53 1.10  -0.76
C -6.05 1.41 0.94  -0.10
H -6.13 4.78 -2.53  0.33
H -6.18 3.14 -1.89  0.25
H -6.38 3.42 -3.62  0.38
H -3.82 3.99 -2.02  0.13
H -4.05 4.33 -3.73  0.43
H -2.85 2.28 -3.70  0.41
H -4.54 1.81 -4.02  0.36
H -4.70 1.38 -1.58  0.26
H -2.17 -0.53 -0.15  -0.31
H -3.10 2.96 0.36  0.70
H -4.53 4.94 0.69  0.46
H -6.94 4.67 1.14  0.43
H -7.91 2.40 1.32  0.44
H -6.46 0.42 1.04  0.50

**E_tot**: -4396.26864 Ha
**Frontier orbital gap**: 6.27 eV
**E_HOMO**: -12.51 eV
**E_LUMO**: -6.2 eV
**ΔE to the lowest compared entry with this formula, charge and spin**: 21.1 kcal/mol
**Total charge**: +2